[1]
Density functional theory data (the ωB97M-V functional and the def2-TZVPD basis) for a single C19H24N2O4S molecule at a distorted geometry.

Last column: Löwdin charge in e.
Cartesian coordinates (Å):
C -4.1621 -2.6799 1.3964  -0.0984
C -4.6177 -1.2379 1.5840  -0.2158
C -4.5280 -0.4333 0.2853  -0.3693
C -5.0504 0.9901 0.4708  -0.0367
N -3.1469 -0.3874 -0.1555  0.0974
C -2.7730 -0.6134 -1.4198  -0.4737
O -3.5144 -1.0055 -2.2986  0.0576
C -1.2856 -0.3675 -1.7253  -0.0835
N -0.4943 -0.1380 -0.5420  -0.1717
C 0.7150 -0.8101 -0.3076  -0.2843
C 1.5602 -1.2285 -1.3266  -0.0105
C 2.7693 -1.8397 -1.0386  -0.0092
C 3.1654 -2.0234 0.2804  -0.2732
O 4.3395 -2.5888 0.6741  -0.0830
C 5.2329 -3.0416 -0.3145  -0.0890
C 2.3155 -1.6014 1.3052  0.0171
C 1.1067 -1.0106 1.0163  -0.0225
S -0.6133 1.3766 0.1859  0.6925
O -1.0478 1.2005 1.5452  -0.2862
O -1.4256 2.1929 -0.6639  -0.2579
C 1.0806 1.9576 0.1739  -0.2762
C 1.7976 2.0464 1.3500  -0.0572
C 3.1261 2.4354 1.3003  -0.0575
C 3.7152 2.7271 0.0805  -0.0677
C 2.9805 2.6453 -1.0924  -0.0602
C 1.6524 2.2567 -1.0472  -0.0539
H -3.1270 -2.7110 1.0648  0.0653
H -4.2430 -3.2303 2.3308  0.0676
H -4.7746 -3.1768 0.6476  0.0760
H -5.6510 -1.2220 1.9346  0.1119
H -3.9968 -0.7508 2.3397  0.1133
H -5.0867 -0.9367 -0.5108  0.1448
H -6.0923 0.9763 0.7801  0.0770
H -4.9671 1.5402 -0.4628  0.0828
H -4.4621 1.5063 1.2266  0.0803
H -2.4911 0.0075 0.5019  0.0900
H -0.9156 -1.2459 -2.2562  0.1335
H -1.2480 0.4954 -2.4007  0.1309
H 1.2862 -1.0773 -2.3594  0.1161
H 3.3955 -2.1557 -1.8577  0.1047
H 6.0834 -3.4550 0.2251  0.0934
H 4.7841 -3.8240 -0.9347  0.0961
H 5.5749 -2.2212 -0.9539  0.0952
H 2.6275 -1.7569 2.3254  0.1230
H 0.4481 -0.6904 1.8072  0.1125
H 1.3055 1.8155 2.2809  0.1159
H 3.7005 2.5077 2.2110  0.1088
H 4.7523 3.0253 0.0431  0.1062
H 3.4414 2.8828 -2.0390  0.1079
H 1.0519 2.1921 -1.9408  0.1201

Calculated values
Energy above the lowest of the compared OMol25 structures with the same formula, charge and spin (kJ/mol): 172.0
SMILES: CC[C@@H](C)NC(=O)CN(c1ccc(OC)cc1)S(=O)(=O)c1ccccc1
E_LUMO (eV): 0.318
Gap between HOMO and LUMO (eV): 8.681
E_HOMO (eV): -8.3629

[2]
Density functional theory data (the ωB97M-V functional and the def2-TZVPD basis) for a 9-piece molecular cluster, C50H135N19O12P6 overall at a distorted geometry.

Last column: Löwdin charge in e.
Cartesian coordinates (Å):
C -21.6131 -14.0779 6.0835  -0.0920
N -20.8533 -13.1861 5.1693  -0.2799
C -21.5974 -12.9162 3.9188  -0.0951
P -20.0686 -11.8558 5.7692  0.5407
O -19.2556 -11.2513 4.6472  -0.3191
N -21.0496 -10.7347 6.5255  -0.2599
C -21.2526 -9.3911 5.8565  -0.0768
C -22.2834 -11.0770 7.3371  -0.0759
N -19.2528 -12.5926 7.0822  -0.2871
C -18.6610 -11.7833 8.1729  -0.1035
C -18.4005 -13.7222 6.8473  -0.1526
H -22.4263 -13.5203 6.6105  0.0638
H -20.9601 -14.5860 6.7472  0.0460
H -22.0308 -14.8297 5.4200  0.0570
H -21.2499 -12.1366 3.2673  0.0756
H -22.6833 -12.7400 4.0854  0.0774
H -21.5385 -13.8800 3.3808  0.0518
H -20.4126 -8.9660 5.3949  0.0564
H -22.1034 -9.4075 5.1767  0.0833
H -21.5526 -8.6873 6.6130  0.0378
H -23.2063 -11.3826 6.7975  0.0692
H -21.9867 -11.7703 8.1397  0.0840
H -22.4782 -10.1668 7.8738  0.0401
H -17.5594 -11.6585 8.0440  0.0866
H -19.1768 -10.8068 8.0307  0.0584
H -18.7410 -12.2480 9.1534  0.0748
H -18.8815 -14.4061 6.1576  0.0267
H -18.1965 -14.3462 7.7499  0.0828
H -17.3845 -13.4524 6.5109  0.0954
C -22.0753 -19.1685 8.9916  -0.1320
N -22.5678 -19.6943 10.2641  -0.2732
C -21.5517 -19.6925 11.3495  -0.0871
P -24.0605 -20.4729 10.5052  0.5204
O -24.4049 -20.5126 11.9345  -0.2886
N -25.1654 -19.6678 9.5949  -0.3072
C -26.2270 -18.8928 10.1955  -0.1119
C -25.2649 -19.8144 8.1777  -0.1234
N -23.9489 -21.9649 9.6975  -0.2878
C -25.0736 -22.9119 9.8163  -0.1204
C -22.6681 -22.7197 9.4874  -0.0975
H -22.8617 -18.6652 8.4394  0.0428
H -21.5732 -19.9160 8.3339  0.0827
H -21.3332 -18.3358 9.1693  0.0792
H -21.0863 -18.6921 11.2859  0.0657
H -20.7683 -20.4483 11.2266  0.0758
H -22.0739 -19.7704 12.3040  0.0711
H -27.2570 -19.2654 9.9498  0.0922
H -26.1107 -18.8543 11.2897  0.0788
H -26.2468 -17.8430 9.7882  0.0724
H -25.4099 -18.8293 7.7233  0.0753
H -24.3714 -20.2661 7.7099  0.0814
H -26.1236 -20.4284 7.9214  0.0811
H -25.1753 -23.5656 8.9470  0.0794
H -25.0406 -23.5622 10.6862  0.0823
H -25.9956 -22.3851 9.7697  0.0589
H -21.9286 -22.0541 9.0107  0.0574
H -22.7583 -23.6030 8.8402  0.0766
H -22.2638 -23.0946 10.4693  0.0908
C -22.7859 -17.3702 3.7804  -0.1435
N -21.7572 -18.3994 3.8939  -0.2901
C -22.1061 -19.6093 4.6984  -0.0791
P -20.0862 -18.0300 3.8747  0.5808
O -19.2590 -19.1015 3.2072  -0.3259
N -19.9288 -16.3721 3.3636  -0.3000
C -20.3487 -16.0302 1.9761  -0.1022
C -18.7907 -15.5452 3.8227  -0.0983
N -19.7761 -18.0433 5.4944  -0.3077
C -20.6962 -17.2685 6.4146  -0.0547
C -18.6307 -18.5723 6.1215  -0.1276
H -23.2913 -17.1776 4.7331  0.0645
H -23.5195 -17.4588 2.9766  0.0813
H -22.3079 -16.3884 3.6138  0.0504
H -22.9525 -20.0733 4.1821  0.0831
H -22.5132 -19.1903 5.6328  0.0613
H -21.2677 -20.2763 4.8881  0.0824
H -20.7585 -15.0118 1.9803  0.0649
H -19.4897 -16.0958 1.3242  0.0787
H -21.1244 -16.7189 1.6728  0.0700
H -18.3968 -15.8832 4.8321  0.0821
H -17.9611 -15.6445 3.1180  0.0778
H -19.1111 -14.4877 3.7774  0.0760
H -21.4320 -16.7522 5.7815  0.0416
H -21.2255 -18.0051 7.0197  0.0436
H -20.1075 -16.6250 7.0988  0.0876
H -18.0135 -17.7557 6.4620  0.0634
H -18.1276 -19.2667 5.4515  0.0856
H -18.9345 -19.1847 6.9361  0.0688
C -19.8573 -8.6183 9.6882  -0.1303
N -20.7081 -7.5799 10.2340  -0.3123
C -19.9582 -6.3918 10.6982  -0.0856
P -22.3052 -7.5823 9.8062  0.4804
O -22.5925 -7.4912 8.3807  -0.2617
N -22.7354 -9.0165 10.5785  -0.2863
C -22.0610 -9.6391 11.7289  -0.0981
C -24.0563 -9.5396 10.4061  -0.1358
N -23.0400 -6.4134 10.6851  -0.3104
C -23.4744 -6.5582 12.0848  -0.0718
C -23.3806 -5.1321 10.1598  -0.1265
H -19.2774 -9.2104 10.4151  0.0898
H -19.1877 -8.1802 8.9449  0.0940
H -20.4638 -9.3530 9.2270  0.0384
H -20.6176 -5.7116 11.2611  0.0660
H -19.5502 -5.7877 9.8284  0.1014
H -19.1912 -6.6938 11.4009  0.0746
H -21.1015 -9.1798 11.9573  0.0771
H -22.6584 -9.6149 12.6854  0.0746
H -22.0123 -10.6908 11.5015  0.0581
H -24.8807 -9.3071 11.0988  0.0745
H -24.4081 -9.2770 9.4061  0.0771
H -24.1096 -10.6445 10.4406  0.0631
H -23.3090 -7.5569 12.4382  0.0364
H -23.0488 -5.7587 12.6650  0.0827
H -24.5542 -6.4253 12.0662  0.0843
H -23.1976 -5.0834 9.0646  0.0938
H -22.7376 -4.3852 10.6320  0.0731
H -24.3867 -4.8203 10.4435  0.0806
C -30.4458 -12.3191 10.5609  -0.1393
N -29.1676 -12.3092 11.1628  -0.3189
C -28.9348 -13.3808 12.0888  -0.1045
P -28.0776 -11.0569 11.0256  0.5443
O -26.6958 -11.5429 11.2995  -0.3029
N -28.3778 -10.2955 9.5496  -0.2675
C -28.2445 -8.8195 9.4051  -0.0927
C -28.7311 -10.8839 8.2540  -0.1155
N -28.5626 -9.8787 12.0863  -0.3258
C -27.6563 -9.2991 13.0778  -0.1036
C -29.8463 -9.2091 12.0782  -0.1210
H -31.2595 -12.3327 11.3655  0.1087
H -30.5343 -13.2568 10.0031  0.0907
H -30.6704 -11.4484 9.9980  0.0507
H -29.6457 -13.3741 12.9353  0.0922
H -27.9094 -13.3867 12.4548  0.0690
H -29.0846 -14.2946 11.5370  0.0743
H -28.0758 -8.3086 10.3483  0.0597
H -27.3650 -8.6075 8.7771  0.0844
H -29.0931 -8.3768 8.8944  0.0818
H -28.0322 -10.6020 7.4403  0.0957
H -28.6667 -11.9487 8.3271  0.0415
H -29.7278 -10.6365 7.9869  0.0739
H -27.6124 -8.2106 12.9436  0.0868
H -28.0773 -9.5319 14.0793  0.0935
H -26.7348 -9.8414 12.9986  0.0254
H -30.2938 -9.2447 13.0916  0.0923
H -30.5058 -9.7123 11.3740  0.0658
H -29.8557 -8.1417 11.7733  0.0869
C -27.0607 -13.3848 3.4981  -0.1106
N -26.5369 -13.7581 4.7946  -0.2989
C -25.3030 -14.5593 4.7697  -0.0967
P -27.4594 -13.7736 6.1539  0.5517
O -28.6323 -12.9093 5.8913  -0.2925
N -27.9581 -15.3780 6.5589  -0.3157
C -27.1362 -16.4719 6.8235  -0.1809
C -29.2399 -15.9070 6.1682  -0.1185
N -26.4875 -13.4661 7.4466  -0.2831
C -26.8005 -14.0008 8.7690  -0.0811
C -25.3640 -12.6235 7.3958  -0.1343
H -26.3955 -12.7756 2.9419  0.0626
H -28.0398 -12.8498 3.5992  0.0882
H -27.3260 -14.2528 2.8428  0.0931
H -24.7704 -14.5321 5.7320  0.0610
H -24.6848 -14.0899 3.9954  0.0737
H -25.4568 -15.5661 4.3621  0.0822
H -26.1122 -16.1643 7.0680  0.0672
H -27.5313 -17.1256 7.5873  0.0711
H -27.0120 -17.0903 5.8982  0.0998
H -29.5349 -16.6770 6.9054  0.0906
H -29.8881 -15.0439 6.1337  0.0653
H -29.2612 -16.3273 5.1547  0.0850
H -27.7506 -14.4425 8.8606  0.0669
H -26.0533 -14.7551 9.0908  0.0893
H -26.8731 -13.1576 9.4488  0.0498
H -25.4742 -11.7594 8.0617  0.0952
H -25.2224 -12.2978 6.3515  0.0860
H -24.4209 -13.1966 7.5876  0.0720
C -16.2149 -16.6771 9.0755  -0.0140
C -17.1753 -17.7603 9.6592  -0.2959
C -17.2789 -17.7383 11.1815  -0.1004
O -18.3709 -16.8695 11.3986  0.0790
C -19.1184 -16.7864 10.2890  -0.5281
O -20.1300 -16.1379 10.1870  0.1396
O -18.5247 -17.4696 9.2339  0.0360
H -16.2708 -16.5609 7.9900  0.0744
H -15.1984 -16.9759 9.4318  0.0988
H -16.4577 -15.6700 9.4197  0.0832
H -16.8515 -18.7581 9.3652  0.1509
H -16.3421 -17.3004 11.5846  0.1446
H -17.4323 -18.7152 11.6305  0.1336
C -23.6721 -13.4944 11.0057  0.0024
C -23.0039 -14.7452 10.3818  -0.2788
C -23.6240 -16.0359 10.6733  -0.1016
O -23.7402 -16.7297 9.4112  0.0182
C -23.3028 -15.8473 8.4323  -0.5815
O -23.3398 -16.1914 7.3269  0.1529
O -22.9385 -14.6436 8.9033  0.0747
H -23.7427 -13.5881 12.0548  0.0474
H -24.7051 -13.3382 10.6438  0.0724
H -23.0812 -12.6300 10.6426  0.0782
H -21.9583 -14.7343 10.7069  0.1302
H -24.6259 -15.9138 11.1134  0.1360
H -23.0476 -16.6640 11.3636  0.1416
C -21.3946 -12.4995 14.2564  -0.0719
C -22.2183 -11.7659 15.3284  -0.2525
N -23.3472 -10.9689 14.8705  -0.1747
C -23.7616 -9.8787 15.7569  -0.2494
C -24.2164 -8.5786 15.0817  -0.0730
C -24.5103 -11.6742 14.2853  -0.2113
C -25.3366 -12.6370 15.1865  -0.0428
H -21.9739 -13.1754 13.6519  0.0407
H -20.5428 -13.0429 14.6745  0.0786
H -21.0834 -11.7579 13.5058  0.0617
H -22.4574 -12.5489 16.0260  0.0965
H -21.4880 -11.1876 15.8425  0.0966
H -24.5763 -10.1966 16.4684  0.1139
H -22.8824 -9.6816 16.4289  0.1210
H -23.3798 -8.1313 14.6072  0.0431
H -24.9764 -8.8063 14.3492  0.0454
H -24.6227 -7.9376 15.8652  0.0801
H -24.1929 -12.1588 13.3718  0.0751
H -25.1668 -10.8907 13.9091  0.0775
H -24.6873 -13.4282 15.5688  0.0740
H -26.1533 -12.9753 14.6167  0.0429
H -25.7818 -12.0571 15.9653  0.0523

Calculated values
Energy above the lowest of the compared OMol25 structures with the same formula, charge and spin (kJ/mol): 0.0
SMILES: CN(C)P(=O)(N(C)C)N(C)C.CN(C)P(=O)(N(C)C)N(C)C.CN(C)P(=O)(N(C)C)N(C)C.CN(C)P(=O)(N(C)C)N(C)C.CN(C)P(=O)(N(C)C)N(C)C.CN(C)P(=O)(N(C)C)N(C)C.C[C@H]1COC(=O)O1.C[C@H]1COC(=O)O1.CCN(CC)CC
E_LUMO (eV): 0.298
Gap between HOMO and LUMO (eV): 8.461
E_HOMO (eV): -8.1628